1.
Below is one molecule with the formula C3H4NOPS in a non-equilibrium geometry, with properties calculated with ωB97M-V/def2-TZVPD.

```
11
Properties=species:S:1:pos:R:3:forces:R:3
S 3.02399 0.90585 0.02224 -1.2 0.1 0.3
C 1.44603 0.51793 -0.07247 -0.2 -1.8 -0.8
N 0.27448 1.29053 -0.05114 1.9 -2.8 -0.6
C -0.89697 0.43949 -0.34897 -0.5 3.5 -0.7
O -1.18244 -0.44676 0.68105 0.3 -1.9 -0.9
C -0.46821 -1.63151 0.47101 1.5 2.2 -1.1
P 1.03543 -1.71458 -0.30828 -0.2 2.6 0.9
H 0.25492 1.88859 0.75797 -0.4 0.4 0.1
H -1.69659 1.21107 -0.40244 0.0 -0.9 0.2
H -0.77091 0.02546 -1.40848 -0.1 0.0 1.8
H -1.01974 -2.48608 0.65953 -1.1 -1.6 0.9
```
Positions in Å, forces in eV/Å.

Calculated values
SMILES: S=C1NCOC=P1
Energy above the lowest of the compared OMol25 structures with the same formula, charge and spin in kcal per mole: 33.0
Net charge: 0
Frontier orbital gap in hartree: 0.2980
E_HOMO in eV: -8.3

=====

2.
Below is a 10-piece molecular cluster, C32H64Br4O12 overall in a non-equilibrium geometry, with properties calculated with ωB97M-V/def2-TZVPD.

```
112
Properties=species:S:1:pos:R:3:forces:R:3
C 17.39627 20.80013 -21.55059 -0.6 -1.1 -0.7
C 18.59872 19.89533 -21.92109 -0.3 1.1 0.7
O 18.39478 18.57003 -21.41806 0.5 -0.5 0.2
C 19.43450 17.68497 -21.48361 0.9 0.8 -1.2
C 19.05919 16.31068 -21.05832 0.3 -0.2 0.1
O 20.55035 17.94985 -21.89932 -1.3 0.3 0.5
H 16.47297 20.36142 -21.92896 0.0 -0.1 -0.3
H 17.47329 21.76715 -22.04761 0.3 0.0 0.2
H 17.16365 20.89696 -20.49011 0.7 0.1 0.1
H 18.75749 19.84479 -22.99829 -0.1 0.0 0.0
H 19.46347 20.37504 -21.46262 0.4 -0.5 -0.1
H 19.08659 16.31107 -19.96867 -0.5 -0.2 0.1
H 19.84712 15.63363 -21.38826 -0.1 0.1 0.0
H 18.10707 16.00702 -21.49346 -0.1 0.1 0.4
C 15.57633 5.97020 -10.52476 -0.9 0.9 0.2
C 16.15580 6.95561 -9.47633 -1.2 -1.9 -0.6
O 17.59661 6.89179 -9.61516 -2.5 0.3 -0.3
C 18.27628 7.35958 -8.62094 3.2 2.8 3.1
C 19.73868 7.00147 -8.75901 -0.1 -0.3 -0.4
O 18.00165 8.08660 -7.63894 -1.2 -2.1 -2.8
H 15.38391 6.45329 -11.48272 1.0 -0.1 -0.3
H 14.53695 5.73699 -10.29367 -0.1 -0.1 0.7
H 16.08612 5.00815 -10.57655 0.3 0.3 -0.2
H 15.67665 7.93139 -9.55623 0.7 0.3 -0.2
H 15.86272 6.56593 -8.50147 0.4 0.1 0.2
H 19.91464 6.36797 -7.88963 0.6 0.2 0.0
H 20.33710 7.91235 -8.77548 -0.1 -0.1 0.5
H 19.98787 6.46642 -9.67537 -0.2 -0.2 0.1
C 22.48413 16.29020 -10.53211 -1.6 -0.6 0.0
C 20.99609 16.70075 -10.75929 1.3 -0.3 0.5
O 20.07855 16.15210 -9.77690 -0.1 -0.9 -0.2
C 19.86273 14.79536 -9.68792 0.2 0.0 -0.8
C 18.66256 14.45475 -8.85581 -0.3 0.1 0.1
O 20.52077 13.92849 -10.21608 0.0 1.0 0.0
H 22.66376 16.45795 -9.47019 0.5 0.2 -0.1
H 23.13400 16.85109 -11.20380 0.0 0.1 0.3
H 22.59295 15.22051 -10.71108 0.1 0.1 -0.1
H 20.98201 17.77617 -10.58219 -0.5 -0.1 -0.1
H 20.64906 16.46572 -11.76548 -0.1 -0.1 0.1
H 18.03469 15.32200 -8.65145 0.3 -0.1 0.4
H 19.02784 13.92715 -7.97473 -0.1 0.4 0.3
H 18.03763 13.70483 -9.34077 0.2 0.1 -0.4
C 24.29030 10.62038 -20.84373 0.0 0.7 1.9
C 24.13588 9.31220 -20.05034 0.8 0.2 -3.0
O 22.76537 8.99426 -20.17067 -1.2 -0.3 0.4
C 22.31784 7.72435 -20.32019 0.4 -0.5 1.6
C 20.78376 7.67461 -20.24664 1.7 -0.2 -0.5
O 23.02438 6.73775 -20.34711 -0.5 1.1 -0.4
H 23.96219 10.54588 -21.88050 0.0 -0.2 0.2
H 25.31798 10.97649 -20.77191 0.1 -0.1 -0.3
H 23.70756 11.36407 -20.30018 -0.2 0.3 -0.4
H 24.68613 8.66348 -20.73188 0.2 -0.9 0.9
H 24.51561 9.31444 -19.02863 -0.2 0.0 -0.1
H 20.53993 6.95851 -19.46189 -0.1 0.2 0.0
H 20.56944 7.20985 -21.20901 -0.8 0.2 0.0
H 20.38169 8.67352 -20.07742 -0.2 -0.3 -0.2
C 15.63761 11.04268 -14.61775 -0.5 0.5 1.5
C 15.68553 10.86066 -16.07161 0.6 -0.2 -1.4
C 15.40476 9.45910 -16.64380 -0.6 0.5 -0.8
O 15.97702 11.78150 -16.81757 -0.3 -0.8 0.5
H 14.87685 10.40277 -14.17069 0.1 -0.1 0.1
H 15.40032 12.07488 -14.36009 0.0 0.1 -0.2
H 16.58714 10.85331 -14.11713 0.2 -0.3 -0.2
H 16.24257 8.76360 -16.59422 0.2 0.3 0.1
H 15.13296 9.64652 -17.68260 0.4 -0.2 -0.2
H 14.53250 8.92866 -16.26184 0.0 0.3 0.6
C 16.90054 18.81356 -13.58749 -0.1 0.4 0.3
C 17.09214 19.15492 -15.02628 1.1 0.5 -1.6
C 18.56494 19.54099 -15.39658 -0.4 0.9 0.2
O 16.21186 19.06544 -15.85204 0.3 0.1 0.5
H 16.95898 17.72514 -13.58214 -0.2 -0.1 0.5
H 15.94999 19.19785 -13.21756 -0.2 -0.5 -0.2
H 17.66446 19.26229 -12.95253 0.2 -0.3 -0.1
H 18.92979 20.21439 -14.62101 0.3 -0.5 0.5
H 18.75563 20.18989 -16.25137 -0.9 -0.4 -0.6
H 19.22527 18.68532 -15.53759 -0.1 -0.2 0.4
C 16.33559 10.55494 -24.19929 1.1 -0.2 -1.2
C 15.10793 11.32412 -24.35992 -2.1 1.1 0.8
C 14.48894 11.87737 -23.07368 -1.2 0.1 -0.6
O 14.45753 11.45149 -25.38323 1.1 -0.3 0.4
H 16.86793 10.63077 -25.14744 0.3 -0.2 0.0
H 16.02224 9.51474 -24.11036 0.3 -0.1 0.4
H 16.96539 10.92364 -23.38966 -0.2 -0.4 0.1
H 13.85189 11.09237 -22.66619 0.2 -0.4 0.1
H 13.73545 12.56833 -23.45178 0.2 0.5 0.4
H 15.06916 12.26942 -22.23836 0.4 0.0 -0.4
C 9.22477 11.92035 -16.43067 1.0 -0.8 0.5
C 8.80255 10.53603 -15.84083 -0.3 -0.2 -1.6
C 7.33360 10.51774 -15.29042 0.9 -0.9 0.1
O 9.52106 9.56114 -15.97287 -0.9 1.0 0.7
H 9.78112 12.42607 -15.64148 -1.0 0.7 0.6
H 8.43720 12.46645 -16.94990 -0.1 0.2 0.7
H 10.09217 11.91237 -17.09072 -0.2 -1.1 -0.6
H 6.88344 9.54444 -15.09511 0.6 -0.5 -0.6
H 6.68848 10.98787 -16.03265 0.0 0.5 0.5
H 7.29177 10.89335 -14.26803 0.0 1.1 -0.3
Br 8.30231 20.26797 -14.77580 -0.1 -0.2 -0.1
C 9.71371 18.86464 -14.70305 0.0 1.8 1.8
C 9.79087 18.49543 -13.18330 -0.2 0.3 -0.5
Br 10.94048 16.93154 -12.91170 -0.7 -0.1 -0.1
H 10.54511 19.50978 -14.98707 0.3 -0.9 -0.3
H 9.40415 18.09647 -15.41171 0.4 0.0 0.4
H 8.77413 18.54750 -12.79389 -0.2 -1.6 -0.1
H 10.21495 19.16316 -12.43337 0.7 0.8 -1.1
Br 24.67566 8.43879 -13.60488 -0.4 0.4 0.0
C 23.80422 10.19580 -13.85442 0.0 -0.6 -0.4
C 22.60624 10.10982 -14.75333 -1.1 0.2 -0.6
Br 22.29443 11.97387 -15.37116 -0.1 -0.5 0.0
H 24.56420 10.81765 -14.32753 -0.1 0.0 0.5
H 23.40407 10.53793 -12.89999 0.8 0.1 0.1
H 21.69213 9.82515 -14.23230 0.2 0.2 0.2
H 22.60992 9.46954 -15.63546 0.7 0.3 0.0
```
Positions in Å, forces in eV/Å.

Calculated values
SMILES: CCOC(C)=O.CCOC(C)=O.CCOC(C)=O.CCOC(C)=O.CC(C)=O.CC(C)=O.CC(C)=O.CC(C)=O.BrCCBr.BrCCBr
Energy above the lowest of the compared OMol25 structures with the same formula, charge and spin in kcal per mole: 74.1
Net charge: 0
Frontier orbital gap in hartree: 0.3543
E_HOMO in eV: -9.7

=====

3.
Below is one molecule with the formula C4H4O2, with properties calculated with ωB97M-V/def2-TZVPD.

```
10
Properties=species:S:1:pos:R:3:forces:R:3
O -0.58375 2.24164 -0.29666 0.3 -0.2 0.1
C -0.40102 1.08561 0.06843 -0.4 0.1 -0.1
C -1.07542 -0.18985 -0.12833 0.0 0.1 -0.1
C 0.09096 -1.02202 -0.14014 -0.2 -0.2 0.1
O 1.16184 -0.48317 -1.15086 -0.1 -0.1 -0.1
C 1.08615 0.03095 0.08339 0.3 -0.1 0.1
H -2.10766 -0.41236 -0.38140 0.1 0.1 -0.1
H -0.33402 0.79011 1.20057 -0.1 -0.1 0.2
H 0.19576 -2.08733 0.01390 0.1 0.2 0.0
H 1.96716 0.04641 0.73111 -0.1 0.2 -0.2
```
Positions in Å, forces in eV/Å.

Calculated values
Energy above the lowest of the compared OMol25 structures with the same formula, charge and spin in kcal per mole: 133.4
Net charge: 0
Frontier orbital gap (spin up / spin down) in hartree: 0.2766 / 0.2764
E_HOMO (spin up / spin down) in eV: -8.9 / -8.9

=====

4.
Below is a 2-piece molecular cluster, C11H15N overall in a non-equilibrium geometry, with properties calculated with ωB97M-V/def2-TZVPD.

```
27
Properties=species:S:1:pos:R:3:forces:R:3
C 0.28102 3.54789 -2.08359 1.3 -3.7 -0.2
C 1.23506 3.73594 -0.79480 -1.2 2.8 -1.1
H 0.38813 3.94632 -3.10696 0.9 0.6 0.9
H 0.10107 2.41353 -2.37478 0.8 1.7 0.8
H -0.67810 3.75403 -1.77568 -2.2 1.1 0.6
H 1.79870 2.90099 -0.49106 1.0 -1.1 -0.4
H 0.56650 3.89611 0.11695 0.7 0.4 -1.3
H 1.93854 4.65000 -0.95502 -1.3 -1.7 0.6
C 2.15383 0.18562 -0.74674 2.2 -0.2 2.5
C -0.01751 -1.01507 -0.10305 0.5 5.0 2.6
C 0.88820 0.15570 -0.07033 -0.1 -1.0 0.7
C -0.74194 -0.76023 1.08052 -2.9 -2.6 0.2
C 0.63712 1.01052 1.06323 -2.6 -1.6 0.7
C -1.02557 -3.09680 -0.44159 -0.9 5.7 3.7
C -1.85096 -2.90792 0.74404 0.6 2.1 -1.7
C -0.25569 -2.04204 -0.95718 0.6 -1.3 -0.4
C -1.74153 -1.64864 1.48848 -0.6 -1.0 -0.4
N -0.47554 0.45885 1.68668 2.0 1.7 1.1
H -1.02427 -4.00101 -0.77620 -0.3 -5.2 -2.9
H -2.73468 -3.58962 0.75290 1.1 0.5 1.0
H 0.22877 -1.92904 -1.94336 -0.3 -1.0 0.5
H -2.45081 -1.37072 2.31476 0.8 -0.6 -0.9
H 2.94302 0.72404 -0.13637 -0.9 -0.5 -0.9
H 2.07750 0.60452 -1.66390 -0.1 1.8 -3.1
H 1.20129 1.86714 1.46949 -0.5 -0.6 -0.5
H -0.90088 0.74212 2.63421 1.1 -0.5 -2.2
H 2.50178 -0.81013 -0.94561 0.2 -0.6 0.1
```
Positions in Å, forces in eV/Å.

Calculated values
⟨S²⟩: 0.77
Multiplicity: 2
Energy above the lowest of the compared OMol25 structures with the same formula, charge and spin in kcal per mole: 66.4
Net charge: +1
Frontier orbital gap (spin up / spin down) in hartree: 0.3342 / 0.2292
E_HOMO (spin up / spin down) in eV: -13.0 / -13.1

=====

5.
Below is C28H24N5O2S4Ti as an isolated structure in a non-equilibrium geometry, with properties calculated with ωB97M-V/def2-TZVPD.

```
64
Properties=species:S:1:pos:R:3:forces:R:3
Ti 0.06797 0.81563 0.25305 -1.9 0.7 -0.1
S -2.64921 -2.67063 0.07200 0.1 0.0 0.0
C -2.24446 -2.38035 -1.56292 -0.1 -0.1 0.0
C -1.33038 -1.38225 -1.70903 0.2 0.0 0.0
C -0.91713 -0.82686 -0.46472 -0.3 0.0 0.2
C -1.56383 -1.44119 0.58805 0.0 -0.2 -0.1
C -1.35231 -1.03015 1.96095 0.0 0.0 0.1
C -1.90977 -1.65688 3.07237 0.0 0.0 0.0
C -1.57599 -1.21606 4.33400 0.0 0.0 0.0
C -0.68568 -0.15325 4.47818 -0.1 -0.1 0.1
C -0.19474 0.44468 3.34504 0.0 0.1 -0.1
N -0.52957 0.03851 2.10831 -0.2 -0.5 0.8
H -2.71603 -2.96528 -2.33836 0.0 0.0 0.0
H -0.96950 -1.05419 -2.67429 0.0 0.0 0.0
H -2.58935 -2.48567 2.92635 0.0 0.0 0.0
H -1.99866 -1.69506 5.20779 0.0 0.0 0.0
H -0.38643 0.19787 5.45484 0.0 0.0 0.0
H 0.47884 1.28824 3.40183 0.0 0.0 0.0
C 3.79157 -1.29301 0.43328 0.0 0.0 0.1
C 2.80633 -0.26530 -0.01660 0.1 -0.1 0.0
O 1.72545 -0.20215 0.61931 0.9 -0.2 0.0
C 3.09686 0.57349 -1.16273 -0.1 0.0 0.0
C 4.36847 0.55876 -1.76413 0.0 -0.1 0.1
C 4.63100 1.31254 -2.88071 0.0 0.1 -0.1
C 3.61421 2.09222 -3.43825 0.1 0.0 0.0
C 2.35570 2.12690 -2.87491 -0.2 0.1 0.0
C 2.08986 1.38187 -1.73350 0.3 -0.1 0.0
O 0.87563 1.41268 -1.18119 1.0 0.3 -1.5
H 3.36667 -1.86970 1.24923 0.0 0.0 0.0
H 4.71190 -0.81524 0.77370 0.0 0.0 0.0
H 4.04426 -1.95553 -0.39417 0.0 0.0 0.0
H 5.15426 -0.04673 -1.33345 0.0 0.0 0.0
H 5.61325 1.29870 -3.33186 0.0 0.0 0.0
H 3.81448 2.67564 -4.32780 0.0 0.0 0.0
H 1.55719 2.71736 -3.30495 0.0 0.0 0.0
C -1.48388 5.30960 1.66569 0.0 0.0 0.0
N -0.04531 5.01069 1.59726 0.0 -0.1 0.1
C 0.87850 6.12895 1.39298 0.0 0.0 -0.1
C 0.36109 3.78465 1.44505 0.0 0.2 -0.1
N 0.72456 2.69025 1.30799 -0.2 -0.1 0.4
H -1.83704 5.69305 0.70863 0.0 0.0 0.0
H -1.64424 6.05664 2.44077 0.0 0.0 0.0
H -2.04143 4.40894 1.90068 0.0 -0.1 0.0
H 0.74262 6.56519 0.40279 0.0 0.0 0.0
H 1.90461 5.78801 1.49734 0.0 0.0 0.0
H 0.67623 6.88718 2.14583 0.0 0.0 0.0
S -2.97502 1.08389 -5.59907 0.0 0.0 0.0
C -3.11253 1.30687 -3.97455 0.0 -0.1 0.1
S -1.76158 1.83592 -3.00626 -0.1 0.1 0.3
C -2.71968 1.65984 -1.54437 0.4 -0.3 -0.4
N -3.91267 1.26693 -1.77998 -0.3 0.0 0.1
N -4.15583 1.10216 -3.11953 0.0 0.2 -0.1
C -5.49627 0.71841 -3.45942 0.0 -0.1 0.0
C -6.08538 1.11983 -4.64917 0.0 0.1 0.0
C -7.38872 0.73168 -4.92589 0.0 0.0 0.0
C -8.10307 -0.04375 -4.02575 0.0 0.0 0.0
C -7.50709 -0.43012 -2.83354 0.0 0.0 0.0
C -6.20629 -0.05365 -2.54612 0.1 0.0 0.0
S -2.13565 1.93025 0.07303 0.4 0.3 0.2
H -5.54254 1.72840 -5.35530 0.0 0.0 0.0
H -7.84235 1.04567 -5.85709 0.0 0.0 0.0
H -9.11940 -0.34209 -4.24922 0.0 0.0 0.0
H -8.05789 -1.03009 -2.12003 0.0 0.0 0.0
H -5.73682 -0.34452 -1.61747 0.0 0.0 0.0
```
Positions in Å, forces in eV/Å.

Calculated values
Energy above the lowest of the compared OMol25 structures with the same formula, charge and spin in kcal per mole: 14.9
Net charge: +1
Frontier orbital gap in hartree: 0.2015
E_HOMO in eV: -9.6

=====

| no. | total energy (Eh) |
| --- | --- |
| 1 | -986.1450 |
| 2 | -12456.5110 |
| 3 | -305.0669 |
| 4 | -482.5306 |
| 5 | -3947.7450 |